Record 1
{
  "formula": "C48H33BrF10N7O5SY",
  "method": "the ωB97M-V functional and the def2-TZVPD basis",
  "species": ["Y", "Br", "S", "F", "F", "F", "F", "F", "F", "F", "F", "F", "F", "O", "O", "O", "O", "O", "N", "N", "N", "N", "N", "N", "N", "C", "C", "C", "C", "C", "C", "C", "C", "C", "C", "C", "C", "C", "C", "C", "C", "C", "C", "C", "C", "C", "C", "C", "C", "C", "C", "C", "C", "C", "C", "C", "C", "C", "C", "C", "C", "C", "C", "C", "C", "C", "C", "C", "C", "C", "C", "C", "C", "H", "H", "H", "H", "H", "H", "H", "H", "H", "H", "H", "H", "H", "H", "H", "H", "H", "H", "H", "H", "H", "H", "H", "H", "H", "H", "H", "H", "H", "H", "H", "H", "H"],
  "positions_angstrom": [[0.02383, 0.00214, 0.13096], [2.36953, 0.39330, -7.54721], [-0.15471, 7.79003, -4.58267], [-3.33274, 0.65202, 4.73805], [4.95411, 1.08716, 1.42285], [1.56146, 5.32195, 1.02562], [-1.90667, 1.14345, 7.03123], [0.88128, 2.95481, -0.10263], [5.66146, 3.44953, 2.36042], [3.99792, 5.60565, 2.25210], [1.87925, -0.83357, 5.11660], [-2.20408, -0.57264, 2.67825], [0.69364, 0.31619, 7.12723], [0.96484, -0.20597, -2.31504], [-0.75188, 7.54464, -5.89530], [-0.94269, 8.68455, -3.73952], [1.26806, 8.11148, -4.63398], [-1.00567, -1.19243, -2.29758], [2.15300, -2.10665, 0.28666], [-2.16304, 0.87559, 0.06351], [2.37654, 0.78549, 0.00123], [-0.70282, 2.27162, -2.30477], [-1.74153, -1.80074, 0.17309], [0.43735, -1.23122, 2.54019], [-0.38285, 1.83083, 1.86901], [-2.97538, -1.36331, -0.17850], [0.01816, -0.81305, -2.88964], [0.65701, 4.00558, -3.32918], [-1.62954, 4.48058, -2.78102], [-0.25888, 6.18038, -3.78488], [0.41758, -1.62080, -7.08818], [-1.42529, 2.63155, 1.52084], [-4.03131, -2.28240, -0.42394], [4.09935, 2.12018, 1.21473], [0.57510, -0.50055, 4.92523], [-1.62901, 3.88954, 2.13850], [-2.04361, 0.29941, 4.80722], [-1.52956, -3.08444, 0.32054], [2.40005, 4.28779, 1.08170], [-2.49889, -4.06376, 0.07102], [-3.23355, 3.10285, 0.01018], [0.80617, 5.29802, -3.81368], [0.26447, 3.41235, 3.53945], [-1.44121, -0.31938, 3.74294], [3.63425, 4.43570, 1.69667], [-1.47382, 5.77201, -3.25791], [-4.58033, 0.43073, -0.20643], [3.44720, -1.40974, 0.25463], [4.47264, 3.33918, 1.74768], [-0.46109, -2.36307, -6.31132], [2.85480, 1.90589, 0.57249], [1.15368, -0.61354, -6.48588], [-3.23070, 0.06295, -0.15291], [1.03518, -0.33531, -5.13741], [-5.33923, -1.81959, -0.66504], [-0.56542, 3.57813, -2.81108], [-1.33226, 0.54513, 5.97056], [1.69900, -1.93270, 2.71450], [0.43799, 2.22513, 2.81522], [3.34641, -0.13918, -0.56237], [-0.02285, 0.11977, 6.00724], [2.01222, -2.83708, 1.53883], [-3.39476, 4.36818, 0.59541], [-0.76150, 4.24481, 3.19264], [2.05644, 3.07694, 0.53416], [-2.64662, 4.74753, 1.67264], [-5.59448, -0.48484, -0.49776], [2.07039, -3.01502, -0.85429], [0.15227, -1.08594, -4.36873], [-0.59588, -2.09673, -4.95836], [-0.07414, -0.71449, 3.67212], [-2.31448, 2.18491, 0.48538], [-3.74133, -3.65885, -0.32468], [0.52841, -1.81517, -8.14610], [-4.87048, 1.44492, 0.00703], [0.04861, 1.65576, -2.58250], [2.93873, -3.39126, 1.76482], [-1.28538, -2.65810, -4.34136], [0.95757, 3.65953, 4.33187], [1.10189, -3.51639, -0.87718], [2.86442, -3.77852, -0.81802], [3.74263, -1.14526, 1.26835], [1.48728, 3.30564, -3.35625], [-6.61190, -0.11955, -0.58137], [2.53159, -1.23469, 2.87043], [-4.12912, 5.04938, 0.18330], [-4.53382, -4.37203, -0.52181], [2.18277, -2.44998, -1.77967], [-2.78033, 5.71184, 2.14651], [3.00614, -0.39095, -1.56910], [-2.26095, -5.10899, 0.21754], [-2.58372, 4.15275, -2.39106], [4.22701, -2.06975, -0.15811], [-2.28302, 6.49110, -3.22749], [1.27675, 1.57239, 3.03241], [-1.03912, -3.15104, -6.77819], [-6.12872, -2.52416, -0.89701], [-0.55086, -3.37266, 0.67992], [4.33553, 0.31212, -0.66399], [1.66752, -2.58862, 3.59173], [1.20685, -3.56619, 1.43358], [1.74748, 5.64186, -4.22386], [-3.83160, 2.84994, -0.85230], [-1.61617, 1.86337, -2.43450], [1.61029, 0.45094, -4.66756], [-0.91421, 5.18715, 3.70520]],
  "e_homo_ev": -3.05,
  "relative_energy_ev": 1.425,
  "largest_force_ev_per_a": 1.039,
  "charge": -2,
  "multiplicity": 1
}

Record 2
{
  "formula": "C9H6N4S",
  "method": "the ωB97M-V functional and the def2-TZVPD basis",
  "species": ["S", "N", "N", "N", "N", "C", "C", "C", "C", "C", "C", "C", "C", "C", "H", "H", "H", "H", "H", "H"],
  "positions_angstrom": [[-0.62700, 1.57168, -1.84549], [0.40635, 0.82617, 0.70351], [1.39051, 0.66569, 2.75351], [-1.96397, 0.54134, -5.18847], [-0.25814, -0.85949, -0.72352], [-1.01495, -1.00326, -1.92388], [0.74240, -0.01634, 1.77465], [-1.15516, 0.13467, -2.69693], [0.83585, -1.99316, 3.14190], [0.48390, -1.38170, 1.92441], [0.00593, 0.44083, -0.49525], [1.84071, 0.04212, 3.88489], [1.49679, -1.24648, 4.07827], [-1.64017, 0.46156, -4.03768], [0.47461, -3.05536, 3.38294], [2.19242, 0.59057, 4.70651], [1.82089, -1.61016, 5.00368], [-1.32837, -1.94672, -2.29558], [0.46483, 1.88565, 0.84328], [-0.18735, -1.85633, 1.16938]],
  "e_homo_ev": -8.52,
  "relative_energy_ev": 1.859,
  "smiles": "N#Cc1cnc(Nc2ccccn2)s1",
  "largest_force_ev_per_a": 5.075,
  "multiplicity": 1
}